{"formula": "C28H50B3N9O3", "method": "the ωB97M-V functional and the def2-TZVPD basis", "elements": ["C", "C", "C", "C", "C", "C", "C", "C", "C", "C", "B", "O", "B", "O", "B", "O", "H", "H", "H", "H", "H", "H", "H", "H", "H", "H", "H", "H", "H", "H", "H", "H", "H", "H", "H", "H", "H", "H", "H", "C", "C", "N", "H", "H", "H", "C", "C", "N", "H", "H", "H", "C", "C", "N", "H", "H", "H", "C", "C", "N", "H", "H", "H", "C", "C", "N", "H", "H", "H", "C", "C", "N", "H", "H", "H", "C", "C", "N", "H", "H", "H", "C", "C", "N", "H", "H", "H", "C", "C", "N", "H", "H", "H"], "coordinates": [[6.80, -0.91, 2.37], [6.79, -0.83, 0.84], [6.38, 0.53, 0.25], [5.17, 1.21, 0.92], [4.26, 1.99, -0.06], [2.78, 1.61, 0.06], [2.02, 2.51, 1.06], [1.18, 1.69, 2.05], [-0.05, 2.43, 2.59], [-1.13, 2.63, 1.52], [-1.80, 1.30, 1.06], [-1.64, 0.10, 1.75], [-2.66, -0.80, 1.59], [-3.88, -0.35, 1.11], [-3.75, 0.54, 0.05], [-2.60, 1.26, -0.09], [6.00, -0.35, 2.84], [6.65, -1.95, 2.65], [7.76, -0.62, 2.80], [7.82, -1.01, 0.52], [6.21, -1.65, 0.42], [7.22, 1.22, 0.27], [6.14, 0.38, -0.80], [4.57, 0.51, 1.51], [5.56, 1.93, 1.64], [4.62, 1.79, -1.07], [4.37, 3.06, 0.10], [2.71, 0.57, 0.36], [2.31, 1.72, -0.91], [1.34, 3.15, 0.49], [2.71, 3.16, 1.60], [1.81, 1.42, 2.90], [0.88, 0.76, 1.56], [-0.47, 1.89, 3.44], [0.28, 3.39, 2.98], [-1.93, 3.25, 1.95], [-0.76, 3.18, 0.66], [-2.45, -1.95, 1.83], [-4.64, 0.68, -0.71], [-5.44, -3.64, 0.63], [-5.46, -4.97, 1.24], [-5.47, -6.01, 1.71], [-4.63, -3.58, -0.08], [-6.38, -3.46, 0.12], [-5.31, -2.89, 1.40], [-4.33, 4.52, -0.93], [-2.92, 4.87, -0.79], [-1.81, 5.14, -0.68], [-4.70, 4.88, -1.89], [-4.44, 3.44, -0.89], [-4.90, 4.98, -0.13], [0.06, -0.23, -2.99], [1.50, 0.00, -2.95], [2.63, 0.21, -2.91], [-0.34, 0.14, -3.93], [-0.14, -1.30, -2.91], [-0.42, 0.29, -2.17], [-6.52, 0.12, -3.99], [-6.54, 1.11, -2.91], [-6.56, 1.89, -2.07], [-5.62, 0.25, -4.58], [-6.53, -0.88, -3.57], [-7.39, 0.26, -4.62], [-2.27, 7.66, 1.67], [-3.72, 7.81, 1.69], [-4.87, 7.91, 1.71], [-2.02, 6.71, 1.21], [-1.82, 8.47, 1.09], [-1.88, 7.69, 2.68], [1.47, -4.46, -2.20], [0.34, -4.04, -3.02], [-0.55, -3.72, -3.67], [1.89, -5.38, -2.58], [2.24, -3.69, -2.21], [1.14, -4.61, -1.17], [9.78, -3.89, 2.41], [10.04, -2.85, 1.42], [10.24, -2.03, 0.64], [8.93, -4.49, 2.09], [10.65, -4.53, 2.51], [9.56, -3.43, 3.37], [2.53, -8.42, -0.54], [3.23, -7.15, -0.64], [3.79, -6.15, -0.72], [2.45, -8.72, 0.50], [1.53, -8.32, -0.96], [3.07, -9.19, -1.10], [-9.93, 0.84, -0.95], [-10.48, 0.45, -2.24], [-10.88, 0.13, -3.27], [-10.71, 1.27, -0.32], [-9.50, -0.02, -0.45], [-9.14, 1.58, -1.10]], "homo_energy_ev": -10.1, "max_force_ev_per_a": 1.06, "molar_mass_g_mol": 593.2, "total_charge": 0}